1.
Molecular formula: C14H25Cl3ORu
Method: DFT, the ωB97M-V functional and the def2-TZVPD basis

XYZ file:
```
44
Properties=species:S:1:pos:R:3:forces:R:3:lowdin_charge:R:1
C 0.77804 -0.94142 -1.35168 -1.58 -2.01 -0.28 -0.45
C -0.39988 -0.87663 -2.22559 0.15 -0.79 1.38 -0.34
C -1.45421 -1.57210 -1.61773 1.48 -0.07 0.00 -0.30
C -0.40324 -0.31907 -3.59156 -0.03 0.29 -0.15 -0.09
C -0.95789 -2.22470 -0.43466 1.31 0.12 -0.91 -0.34
C 0.40457 -1.93746 -0.31429 -1.39 0.34 -1.20 -0.30
C 1.33794 -2.61558 0.59432 0.61 0.09 0.64 -0.09
C 2.16445 -0.85490 -1.86949 0.29 0.06 -0.02 -0.14
C -2.81417 -1.72157 -2.17178 -0.39 0.08 -0.06 -0.07
C -1.74479 -3.09404 0.47498 -0.13 -0.09 0.16 -0.11
Ru 0.13065 0.82518 -0.19357 1.31 -0.80 2.96 0.88
Cl -1.50907 1.87539 -1.24410 -2.69 1.85 -1.57 -0.11
Cl 1.43296 2.22314 -1.51952 1.89 1.65 -1.22 -0.17
Cl -1.75866 0.06730 1.15386 -1.79 -1.68 0.89 0.12
H 0.61593 -0.08328 -3.90250 -0.09 0.08 -0.11 0.06
H -1.00371 0.58848 -3.65576 -0.06 0.18 -0.11 0.04
H -0.81792 -1.06359 -4.27532 -0.04 0.00 -0.22 0.07
H -3.14601 -0.79547 -2.65239 -0.06 -0.05 0.05 0.07
H -3.52882 -1.98290 -1.38385 -0.01 0.07 -0.11 0.06
H -2.83780 -2.52104 -2.92605 -0.14 0.00 -0.05 0.07
H -2.68209 -2.60868 0.76547 0.07 -0.05 0.01 0.04
H -1.17452 -3.28838 1.38775 -0.15 -0.01 -0.01 0.05
H -1.98026 -4.06216 0.01580 -0.06 -0.08 0.00 0.06
H 0.86301 -2.80999 1.56501 0.17 -0.06 0.01 0.06
H 2.21922 -1.98163 0.75919 -0.14 -0.24 0.04 0.06
H 1.67524 -3.58346 0.18872 -0.02 0.08 0.05 0.07
H 2.25316 0.00260 -2.53035 0.23 -0.03 -0.09 0.00
H 2.43274 -1.77108 -2.40910 0.13 -0.10 -0.04 0.07
H 2.84379 -0.70133 -1.03085 0.15 0.03 -0.06 0.06
O 1.76019 0.32393 0.91244 0.34 -0.93 0.61 -0.50
H 1.37301 -0.19397 1.64973 0.41 0.51 -0.51 -0.03
C -1.93280 2.35256 3.18915 -0.24 -0.16 -0.24 -0.17
C -1.07561 2.91334 2.05853 0.44 0.00 0.07 -0.54
C -0.43379 4.21487 2.53632 0.05 -0.01 -0.18 -0.12
C 0.05921 1.94919 1.69197 0.45 0.65 -0.35 -0.37
H -1.30437 2.17989 4.06704 0.02 0.04 0.14 0.06
H -2.36245 1.39916 2.87675 0.04 0.23 0.24 -0.04
H -2.74696 3.02614 3.45954 -0.08 0.24 0.11 0.06
H -1.67617 3.10743 1.16637 -0.14 0.00 0.12 0.07
H 0.14136 4.00610 3.44464 0.10 0.11 -0.03 0.07
H 0.24144 4.60057 1.76895 0.01 0.09 0.08 0.07
H -1.17601 4.97713 2.77411 -0.17 0.18 0.05 0.05
H 1.01080 2.46586 1.49332 -0.28 0.10 0.26 0.02
H 0.21288 1.24081 2.51426 0.04 0.06 -0.37 0.03
```
Positions in Å, forces in eV/Å.

spin multiplicity: 5
energy relative to the best compared isomer or geometry (same formula, charge and spin): 0.0 kJ/mol
HOMO-LUMO gap (alpha / beta): 4.9346 / 6.0453 eV
⟨S²⟩: 6.035
LUMO energy (alpha / beta): 0.2112 / 0.2096 Ha
HOMO energy (alpha / beta): 0.81 / -0.34 eV
charge: -2


2.
Molecular formula: C4H5N3O
Method: DFT, the ωB97M-V functional and the def2-TZVPD basis

XYZ file:
```
13
Properties=species:S:1:pos:R:3:forces:R:3:lowdin_charge:R:1
C 1.96856 0.39392 0.32978 -6.21 -0.75 -1.23 -0.05
N 1.01585 1.30987 0.49959 0.79 -1.48 -0.71 0.04
N -0.08264 1.42418 -0.35410 4.81 2.62 -0.27 0.06
C -1.21504 0.95484 -0.42221 1.90 0.94 1.10 -0.21
C -1.60054 -0.13339 0.26212 -1.77 -6.93 8.51 -0.17
O -0.47118 -0.99701 0.78641 -0.07 2.37 -1.74 -0.15
N 0.17670 -1.32583 -0.42323 3.78 -1.18 -0.64 0.01
C 1.40491 -0.88026 -0.56145 -3.21 3.61 5.42 -0.03
H 2.81293 0.32294 0.98279 0.34 0.40 0.16 0.08
H -1.90048 1.19096 -1.10915 -2.08 2.05 -3.11 0.09
H -2.22697 -0.15814 1.30619 1.18 1.15 -2.45 0.19
H -2.09517 -0.88831 -0.25826 -1.41 -0.63 -1.67 0.09
H 2.21309 -1.21378 -1.03848 1.95 -2.16 -3.37 0.04
```
Positions in Å, forces in eV/Å.

energy relative to the best compared isomer or geometry (same formula, charge and spin): 790.2 kJ/mol
HOMO-LUMO gap: 9.2060 eV
SMILES: C1=N\N=C/CO\N=C/1
LUMO energy: 0.0026 Ha
HOMO energy: -9.14 eV


3.
Molecular formula: C24H20BrCl2IrNOS
Method: DFT, the ωB97M-V functional and the def2-TZVPD basis

XYZ file:
```
51
Properties=species:S:1:pos:R:3:forces:R:3:lowdin_charge:R:1
Ir -0.11396 -0.27505 -0.11412 0.30 -1.31 -0.12 0.86
Br -0.18646 0.89278 2.56420 -0.23 -0.39 -0.79 0.85
C -1.21442 -0.56382 3.27894 -0.07 0.03 0.54 -0.56
C -1.45789 -0.55260 4.62803 0.34 0.41 -0.56 -0.12
C -2.25787 -1.54992 5.19175 -0.28 -0.43 -0.06 -0.06
C -2.80520 -2.51537 4.39092 0.12 0.26 0.29 -0.01
C -2.54522 -2.54644 3.00625 0.12 0.15 -0.40 -0.16
C -3.11040 -3.54674 2.18888 0.04 -0.11 -0.37 -0.02
C -2.82233 -3.60144 0.85245 -0.32 -0.01 0.55 -0.06
C -1.95971 -2.65951 0.28265 0.58 0.76 -0.06 -0.13
C -1.39399 -1.62796 1.01785 1.06 -0.28 -1.57 -0.20
C -1.70161 -1.55880 2.40711 0.35 0.37 -0.02 -0.22
H -1.04245 0.22592 5.25003 0.00 0.07 0.03 0.10
H -2.44678 -1.53694 6.25430 -0.03 -0.02 0.06 0.11
H -3.44421 -3.27788 4.81225 -0.04 -0.05 0.02 0.12
H -3.77584 -4.26957 2.63506 -0.03 -0.11 0.09 0.12
H -3.25317 -4.36848 0.22714 -0.03 -0.07 -0.03 0.11
H -1.74719 -2.76592 -0.77276 0.14 0.03 0.00 0.06
O -0.31086 2.00595 -1.06091 0.01 0.19 0.16 -0.24
C 0.68368 2.23282 -2.05420 0.38 0.31 -0.66 -0.25
C 1.88761 2.98541 -1.49483 -0.36 -0.21 0.19 -0.15
C 2.30574 2.46735 -0.11365 0.03 0.11 -0.17 -0.14
C 2.91871 1.09730 -0.08169 0.15 0.59 -0.05 -0.26
C 4.28808 0.95867 -0.29176 -0.11 -0.19 0.06 0.01
C 4.89919 -0.26131 -0.07333 -0.20 -0.04 0.02 -0.02
C 4.12058 -1.31985 0.37255 -0.11 0.21 -0.04 -0.02
C 2.76096 -1.12095 0.50639 0.33 -0.66 0.22 -0.18
N 2.16738 0.04835 0.25781 -1.46 -0.79 0.17 -0.04
H -0.44006 2.82190 -0.56113 -0.12 -0.06 0.06 0.11
H 0.23690 2.79213 -2.88726 0.15 -0.15 0.10 0.13
H 0.97732 1.24699 -2.42293 -0.07 0.01 0.01 0.09
H 1.62931 4.04182 -1.39110 0.08 0.04 -0.05 0.12
H 2.71583 2.90832 -2.19846 0.02 0.07 -0.06 0.13
H 1.44829 2.46672 0.56143 0.08 0.09 0.03 0.08
H 3.04534 3.16022 0.28954 -0.06 -0.02 0.09 0.13
H 4.86603 1.81846 -0.59906 -0.02 0.07 0.04 0.13
H 5.96155 -0.38056 -0.21660 0.11 0.00 -0.03 0.12
H 4.55240 -2.27816 0.60425 0.00 -0.14 0.02 0.12
H 2.11172 -1.92101 0.83990 0.05 0.00 -0.10 0.10
Cl -1.91449 -0.14796 -2.10223 -0.02 0.41 0.84 0.81
C -1.56014 -1.45391 -3.16776 0.51 -1.04 -0.48 -0.65
C -2.47330 -1.75606 -4.16035 -0.09 -0.08 0.02 -0.10
C -2.24092 -2.83044 -5.00648 0.04 0.18 0.17 -0.06
C -1.10566 -3.60683 -4.85285 0.09 0.07 0.05 -0.09
C -0.17731 -3.28578 -3.87799 -0.38 0.45 0.19 -0.69
Cl 1.24038 -4.24068 -3.70193 0.17 -0.13 -0.06 0.71
C -0.37311 -2.18573 -3.01842 -0.47 0.09 -0.23 -0.71
S 0.87659 -1.77622 -1.89417 -0.51 1.34 2.06 0.67
H -3.35930 -1.15415 -4.26593 -0.19 0.07 -0.01 0.11
H -2.95215 -3.06280 -5.78086 -0.10 -0.04 -0.09 0.11
H -0.92932 -4.45753 -5.49207 0.04 -0.07 -0.04 0.11
```
Positions in Å, forces in eV/Å.

energy relative to the best compared isomer or geometry (same formula, charge and spin): 218.9 kJ/mol
HOMO-LUMO gap (alpha / beta): 6.2466 / 6.4223 eV
LUMO energy (alpha / beta): -0.1622 / -0.1558 Ha
HOMO energy (alpha / beta): -10.66 / -10.66 eV
charge: +1